[1]
Here is an isolated ion of composition C6H13N4 and charge +1 in a non-equilibrium geometry from the Open Molecules 2025 dataset. Energies are from ωB97M-V/def2-TZVPD.

Results
ΔE to the lowest compared entry with this formula, charge and spin (kcal per mole): 87.5
Charge: +1
Structure (SMILES): C/N=C1/C(C)=NC[NH2+]N1C
F_max (Eh/bohr): 0.0652
HOMO level (eV): -13.552
Kohn-Sham gap (eV): 9.794

```
23
Properties=species:S:1:pos:R:3:forces:R:3:mulliken_charge:R:1
C -2.23481 -0.84639 0.87572 -3.1 0.8 0.0 -1.143
N -0.99265 -1.26088 0.36041 0.1 -0.1 0.8 -0.387
C -0.12568 -0.41811 0.04825 2.4 -2.4 0.1 0.565
C 1.32094 -1.01479 -0.16748 -2.3 -0.6 -1.5 0.738
C 1.34258 -2.45382 -0.64258 -1.1 1.8 -2.4 -1.052
N 2.34157 -0.28532 -0.01957 -0.7 -0.1 0.6 -0.593
C 1.97369 0.94200 0.63435 -0.5 -1.4 0.6 -0.653
N 0.86392 1.68811 -0.01645 1.0 1.9 -0.7 -0.247
N -0.31317 0.94114 0.05770 -0.9 1.0 -0.9 -0.095
C -1.41185 1.53921 -0.71876 -1.3 -0.1 0.9 -0.839
H -2.42927 0.18079 1.30963 1.1 -0.7 -0.5 0.311
H -2.63145 -1.48339 1.67482 0.4 -0.5 -0.5 0.341
H -2.94143 -0.90137 -0.00095 0.1 -0.2 1.0 0.425
H 2.09108 -2.94819 -0.11534 1.2 -1.1 0.7 0.370
H 1.58972 -2.42255 -1.75942 -0.1 -0.1 1.5 0.280
H 0.34888 -2.91033 -0.57865 0.5 0.1 0.3 0.321
H 1.64822 0.74182 1.66216 0.4 0.4 -0.1 0.407
H 2.80706 1.51495 0.51455 2.1 2.2 0.5 0.450
H 0.65249 2.57309 0.59492 0.8 -1.4 -1.9 0.426
H 1.25518 1.88604 -1.03759 -1.4 0.0 2.1 0.425
H -2.32576 0.93099 -0.39803 1.0 2.0 -0.1 0.294
H -1.34900 2.65440 -0.48260 -0.9 -1.5 -0.3 0.335
H -1.48026 1.35262 -1.79512 1.1 0.2 -0.2 0.320
```
Positions in Å, forces in eV/Å.

***

[2]
Here is C12H20F3N6O5PdS2 as an isolated structure from the Open Molecules 2025 dataset. Energies are from ωB97M-V/def2-TZVPD.

Results
ΔE to the lowest compared entry with this formula, charge and spin (kcal per mole): 50.5
Charge: +1
F_max (Eh/bohr): 0.0163
HOMO level (spin up / spin down) (eV): -11.676 / -11.676
Kohn-Sham gap (spin up / spin down) (eV): 7.344 / 7.369

```
49
Properties=species:S:1:pos:R:3:forces:R:3:mulliken_charge:R:1
Pd 0.31999 0.76364 -0.69241 0.4 -0.6 -0.3 0.633
F 3.04374 1.80425 -1.64200 0.1 0.0 0.0 -0.214
C 3.78964 1.30245 -0.65033 0.0 0.0 -0.1 0.617
F 4.84788 0.69258 -1.17211 0.0 0.0 0.0 -0.214
F 4.19176 2.29294 0.12550 0.0 -0.1 0.1 -0.209
S 2.78320 0.07188 0.28891 0.6 0.4 0.4 1.528
O 3.67146 -0.59969 1.17182 -0.1 -0.1 -0.1 -0.583
O 1.74909 0.89738 0.95258 -0.5 0.6 0.0 -0.750
O 2.11788 -0.69692 -0.76381 -0.4 -0.1 -0.3 -0.632
C -4.94315 -1.29155 -0.53984 0.0 -0.1 0.0 -0.807
C -3.41681 -1.20352 -0.77946 0.0 0.0 0.1 -0.569
N -2.94992 0.14456 -0.48710 0.0 0.0 0.0 0.282
C -3.03152 0.39332 0.94516 0.0 0.0 -0.1 -0.255
C -4.45802 0.07066 1.45328 0.1 0.0 0.1 -0.727
N -5.33291 -0.06440 0.23727 0.0 0.0 0.0 -0.004
C -5.18747 1.15377 -0.63230 0.0 0.1 0.0 -0.659
C -3.75411 1.11682 -1.21196 0.0 0.0 0.0 -0.503
H -5.23508 -2.16243 0.04459 0.0 0.0 0.0 0.385
H -5.52011 -1.27690 -1.46330 0.0 0.0 0.0 0.264
H -3.17205 -1.45998 -1.80770 0.0 0.0 0.0 0.581
H -2.88315 -1.89502 -0.12958 0.0 0.0 0.0 0.175
H -2.77906 1.43735 1.12783 0.0 0.0 0.0 0.443
H -2.29627 -0.23103 1.45002 0.0 0.0 0.0 0.032
H -4.87893 0.85621 2.07832 0.0 0.0 0.0 0.338
H -4.51229 -0.87568 1.98945 0.0 0.0 0.0 0.349
H -6.30267 -0.14994 0.53225 0.0 0.0 0.0 0.316
H -5.36487 2.01902 0.00470 0.0 0.0 0.0 0.349
H -5.96124 1.11323 -1.39678 0.0 0.0 0.0 0.338
H -3.28399 2.09438 -1.13392 0.0 0.0 0.0 0.253
H -3.76880 0.83746 -2.26546 0.0 0.0 0.0 0.419
O 1.25942 3.74352 -0.20397 0.3 0.1 0.1 -0.409
S -0.15094 3.68344 -0.50540 -0.4 -0.1 -0.1 0.299
N -0.80167 2.33317 -0.70772 0.2 -0.1 0.4 -0.339
C 0.67056 -3.66348 -2.63818 0.0 0.0 0.0 -0.938
N 0.47715 -3.40534 -1.21306 0.1 0.1 0.0 0.152
C 1.05692 -4.19635 -0.28010 0.0 0.0 0.1 -0.165
C 1.04534 -3.87086 1.03052 0.0 -0.1 -0.1 -1.126
C 0.39889 -2.65126 1.37348 0.0 0.1 -0.1 0.846
N -0.21789 -1.90141 0.47559 0.1 0.1 0.1 0.430
C -0.09322 -2.19306 -0.84260 -0.2 -0.1 -0.1 0.015
O -0.47484 -1.42105 -1.73356 -0.1 0.2 0.1 -0.707
N 0.38885 -2.21827 2.65352 0.0 0.0 0.0 -0.432
H 0.84096 -4.72727 -2.78339 0.0 0.0 0.0 0.369
H 1.52329 -3.09501 -3.00791 0.0 0.0 0.0 0.301
H -0.21482 -3.35436 -3.18329 0.0 0.0 0.0 0.272
H 1.53974 -5.08931 -0.65253 0.0 0.0 0.0 0.386
H 1.53298 -4.48800 1.76845 0.0 0.0 0.0 0.396
H 1.02659 -2.64884 3.30195 0.0 0.0 0.0 0.237
H 0.23229 -1.23031 2.78385 0.0 0.0 0.0 0.238
```
Positions in Å, forces in eV/Å.

***

[3]
Here is one molecule with the formula C3H6N2O2 from the Open Molecules 2025 dataset. Energies are from ωB97M-V/def2-TZVPD.

Results
ΔE to the lowest compared entry with this formula, charge and spin (kcal per mole): 75.1
Charge: 0
F_max (Eh/bohr): 0.0154
HOMO level (eV): -8.291
Kohn-Sham gap (eV): 8.881

```
13
Properties=species:S:1:pos:R:3:forces:R:3:mulliken_charge:R:1
C 0.67336 -1.96628 -0.54727 -0.1 -0.2 0.0 -0.796
O 1.07199 -0.62124 -0.30360 -0.1 0.2 0.0 -0.354
C 0.10901 0.28695 -0.12681 -0.1 0.2 0.1 0.625
N -1.18953 0.05129 -0.10136 0.1 -0.1 0.0 -0.477
N 0.46362 1.54725 0.08000 0.1 -0.2 -0.1 -0.208
C -0.77430 2.30636 0.85976 0.1 0.7 0.3 -0.155
O -0.53841 3.39328 1.26281 -0.1 -0.7 -0.3 -0.443
H 1.59071 -2.50962 -0.76914 -0.1 0.1 0.0 0.221
H -0.00679 -2.02234 -1.40289 0.1 0.0 0.1 0.373
H 0.20088 -2.40095 0.34020 0.1 0.0 -0.1 0.335
H -1.51684 -0.89321 0.03665 0.1 0.1 -0.1 0.216
H 1.44853 1.75810 0.18644 -0.1 0.0 0.0 0.240
H -1.53224 1.07040 0.48521 0.0 -0.1 0.0 0.424
```
Positions in Å, forces in eV/Å.

***

[4]
Here is one molecule with the formula C6H10O from the Open Molecules 2025 dataset. Energies are from ωB97M-V/def2-TZVPD.

Results
ΔE to the lowest compared entry with this formula, charge and spin (kcal per mole): 15.2
Charge: 0
Structure (SMILES): C1=CCOCCC1
F_max (Eh/bohr): 0.0082
HOMO level (eV): -9.260
Kohn-Sham gap (eV): 10.341

```
17
Properties=species:S:1:pos:R:3:forces:R:3:mulliken_charge:R:1
C 1.43021 -0.28321 -0.70267 -0.2 -0.1 0.0 -0.338
C 0.64071 -1.35037 -0.81628 0.1 0.2 0.1 -0.292
C -0.82787 -1.41562 -0.42535 0.1 -0.2 0.0 -0.497
O -1.52322 -0.19446 -0.57681 0.2 0.0 -0.2 -0.383
C -1.42448 0.71642 0.50065 0.0 0.1 0.2 -0.555
C -0.00138 0.92785 1.04246 0.1 -0.1 -0.1 -0.653
C 1.03591 1.04476 -0.09227 0.0 0.1 0.0 -0.518
H 2.45473 -0.38355 -1.07468 -0.3 0.2 0.1 0.345
H 1.08027 -2.23627 -1.28299 -0.3 0.1 0.2 0.344
H -0.97917 -1.80564 0.59724 0.2 0.0 -0.2 0.292
H -1.31734 -2.12835 -1.09745 0.0 0.1 0.1 0.340
H -2.11530 0.40662 1.31345 0.3 0.2 -0.2 0.325
H -1.77725 1.67064 0.07617 0.0 -0.3 0.2 0.318
H 0.31492 0.11929 1.71724 -0.2 0.1 -0.2 0.303
H -0.03268 1.84312 1.65488 0.1 -0.2 -0.2 0.364
H 0.63938 1.71569 -0.86515 0.0 -0.1 0.0 0.269
H 1.95369 1.52857 0.25702 -0.2 0.0 0.2 0.338
```
Positions in Å, forces in eV/Å.